Record 1
DFT (ωB97M-V/def2-TZVPD) results for a 2-piece molecular cluster, C27H36N3 overall.

Each line ends with the Löwdin charge.
CARTESIAN COORDINATES (ANGSTROEM)
1 N -3.5924 -2.4752 -2.6837  -0.066
2 H 2.7837 2.3196 5.6379  0.142
3 C 0.1526 0.5245 1.5029  0.028
4 H 4.1711 3.5420 3.2079  0.125
5 C 0.0640 -1.1261 -1.0450  -0.201
6 H 0.7316 4.4709 4.8737  0.129
7 C 1.2577 -0.7929 -0.3436  0.047
8 H 3.4354 -0.2317 1.1128  0.126
9 C -0.0323 -2.3600 -1.7554  0.021
10 H 2.8043 4.0261 5.1481  0.128
11 C -3.5869 -3.4797 -3.7334  -0.150
12 H 4.5280 1.1141 -2.4719  0.090
13 C 0.4357 3.4718 4.5241  -0.152
14 C -4.7577 -1.6108 -2.6981  -0.153
15 C 1.5082 1.8479 3.0251  -0.079
16 C 0.2429 1.5049 2.4743  -0.131
17 H -1.6752 2.3141 2.0731  0.119
18 C 3.9837 1.3918 3.2214  -0.141
19 C -2.3691 -0.8651 -1.3506  -0.125
20 C -1.2322 -2.8433 -2.2536  -0.132
21 C 2.3557 -0.2625 -3.5103  -0.107
22 H -5.7469 -0.1782 -1.4514  0.120
23 H -5.1016 -1.5710 -0.5738  0.124
24 C -2.6408 -4.6169 -3.3950  -0.162
25 H -3.0412 -5.1798 -2.5472  0.122
26 N 2.8264 -0.1252 -2.1430  -0.201
27 H 0.8550 -2.9933 -1.8092  0.132
28 C -3.6210 -0.0927 -1.0628  -0.144
29 H 4.9200 2.7574 4.6030  0.120
30 H -0.6527 -3.9780 -3.9475  0.128
31 H -1.5221 1.5921 3.6779  0.134
32 H -0.3988 4.2647 2.7058  0.127
33 H 3.1921 -0.3314 -4.2329  0.090
34 H -1.1088 0.6506 -0.5537  0.121
35 H -3.5991 0.8386 -1.6504  0.130
36 C 3.5927 1.0780 -1.8790  -0.109
37 H -0.8399 0.1089 1.3287  0.122
38 H 2.1226 -1.4576 -0.4732  0.118
39 H -5.6445 -2.2299 -2.8891  0.128
40 C -1.2450 -4.1212 -3.0299  -0.145
41 H 0.0744 2.9085 5.4049  0.142
42 H 4.7870 1.3383 2.4783  0.121
43 H 1.7656 -1.1810 -3.5855  0.068
44 C -1.1317 -0.3479 -0.9896  0.023
45 H 4.1744 0.5894 3.9545  0.133
46 H -2.5818 -5.2935 -4.2488  0.119
47 C 2.6664 1.1551 2.5481  -0.129
48 H -3.2999 -3.0276 -4.7049  0.143
49 C 4.0544 2.7359 3.9397  -0.163
50 H -1.5822 3.9786 3.9957  0.121
51 H 3.0016 1.9741 -2.0867  0.090
52 C -4.8987 -0.8633 -1.3838  -0.162
53 C 2.8063 2.9976 4.7618  -0.152
54 C 2.5514 0.3020 1.4627  0.022
55 H -4.6877 -0.8815 -3.5291  0.142
56 H 3.8607 1.0949 -0.8182  0.061
57 H -4.6115 -3.8567 -3.8497  0.127
58 H 3.3767 -0.9407 -1.8916  0.108
59 H -3.6436 0.2139 -0.0061  0.122
60 C -0.9968 2.2078 2.9286  -0.145
61 C 1.3011 0.0205 0.8215  -0.182
62 N 1.6062 2.8239 3.9679  -0.061
63 C -0.6895 3.5795 3.5106  -0.161
64 H -0.7309 -4.9022 -2.4535  0.126
65 H 1.7082 0.5732 -3.7889  0.090
66 C -2.4353 -2.0946 -2.0705  -0.078

Output
2S+1 = 1
Total charge = +1
Highest occupied orbital energy = -9.8 eV
ΔE to the lowest compared entry with this formula, charge and spin = 60.0 kJ/mol



Record 2
DFT (ωB97M-V/def2-TZVPD) results for C9H10CeNO6 as an isolated structure.

Each line ends with the Löwdin charge.
CARTESIAN COORDINATES (ANGSTROEM)
1 N 1.7711 -1.8071 1.0927  -0.092
2 O -5.0369 -2.2347 -4.2275  0.034
3 H -0.7011 -0.3739 2.5176  0.122
4 O -0.4454 3.9143 -3.4979  0.219
5 H 0.8249 -0.8348 3.3344  0.091
6 C -0.5794 2.8962 -2.9525  0.021
7 C -2.5089 2.4608 -0.5817  -0.430
8 Ce -0.7802 0.8805 -1.3322  1.428
9 C -4.6450 -1.3339 -3.6405  -0.002
10 C -0.0178 3.0690 -0.3654  -0.022
11 O -3.6722 4.3636 -1.7217  0.259
12 C 0.8832 -0.8286 1.1755  -0.378
13 C 0.4008 -0.2759 2.4853  0.060
14 H 0.7102 0.7835 2.5870  0.121
15 C -3.1783 3.5438 -0.9919  -0.009
16 H 2.6549 -1.4518 -0.7989  0.113
17 H 2.9138 -1.6734 2.8725  0.120
18 H 1.6062 -2.9221 2.8968  0.121
19 O 0.4045 -0.3521 0.0727  -0.244
20 C 2.3738 -2.4280 2.2743  0.009
21 H 3.0833 -3.1809 1.9136  0.104
22 C 2.1818 -2.2756 -0.2381  0.018
23 H 1.3116 -2.6668 -0.7920  0.113
24 H 2.9124 -3.0834 -0.1140  0.106
25 H -0.0204 -0.1607 -2.4951  -0.087
26 O -2.5936 1.8101 0.5447  -0.023
27 O 0.1468 4.1619 -0.0176  0.228

Output
2S+1 = 2
Total charge = +2
Expectation value of S² = 1.037
Highest occupied orbital energy (alpha / beta) = -16.2 / -16.9 eV
ΔE to the lowest compared entry with this formula, charge and spin = 200.9 kJ/mol



Record 3
DFT (ωB97M-V/def2-TZVPD) results for a 2-piece molecular cluster, C2H2O2S overall.

Each line ends with the Löwdin charge.
CARTESIAN COORDINATES (ANGSTROEM)
1 H -1.6986 0.4228 1.4392  0.180
2 C -0.4515 0.2903 -0.1381  -0.065
3 O -2.6344 -0.6445 -0.1122  0.060
4 O 0.6702 0.4674 -0.3275  0.004
5 H 2.8858 0.1631 -1.1931  -0.219
6 C -1.6639 -0.1087 0.3450  -0.340
7 S 2.8924 -0.5905 -0.0133  0.380

Output
2S+1 = 1
Total charge = 0
Highest occupied orbital energy (alpha / beta) = -9.1 / -9.9 eV
ΔE to the lowest compared entry with this formula, charge and spin = 374.0 kJ/mol



Record 4
DFT (ωB97M-V/def2-TZVPD) results for the molecule C3H4O4S.

Each line ends with the Löwdin charge.
CARTESIAN COORDINATES (ANGSTROEM)
1 H -1.2850 -2.5340 0.4673  0.129
2 O -0.2533 1.2750 -1.2868  -0.005
3 C -0.6830 -0.9801 -0.4552  -0.809
4 H 2.3433 1.3073 1.0473  0.129
5 O -1.1969 -1.5743 0.5900  0.057
6 O 0.6611 0.2819 1.9796  0.147
7 H -1.4195 0.8074 0.3885  0.185
8 C -0.5004 0.5070 -0.1864  -0.328
9 O 1.7019 1.3157 0.3246  0.118
10 H 0.1675 0.6504 -1.9107  0.053
11 S -0.1799 -1.7156 -1.8216  0.794
12 C 0.6441 0.6592 0.8634  -0.470

Output
2S+1 = 1
Total charge = 0
Highest occupied orbital energy = -9.8 eV
ΔE to the lowest compared entry with this formula, charge and spin = 14.2 kJ/mol



Record 5
DFT (ωB97M-V/def2-TZVPD) results for C26H33CoN2OSSe2Si as an isolated structure.

Each line ends with the Löwdin charge.
CARTESIAN COORDINATES (ANGSTROEM)
1 Si 0.7989 -3.1482 0.9738  0.384
2 N -0.0651 -1.6208 0.9816  -0.137
3 C 0.4116 -4.3677 2.3307  -0.180
4 C 2.7870 0.5707 -0.0880  -0.306
5 H -2.2263 2.0215 2.6816  0.121
6 H -2.9615 1.1290 -2.4893  0.043
7 S 4.1218 0.2438 -2.2473  1.128
8 H 2.8996 -2.1365 1.8170  0.033
9 C 4.0807 0.7149 -0.5794  -0.450
10 H -0.6621 -4.5187 2.4724  0.043
11 O -1.1520 0.7771 0.5494  -0.130
12 C 3.5032 1.3547 2.0368  -0.047
13 C -1.5865 2.0830 0.2931  -0.368
14 C -1.8001 1.0503 2.8938  -0.011
15 H -2.2644 1.1190 4.9857  0.107
16 H -0.3994 5.2273 0.1677  0.115
17 Co -0.0188 -0.5344 -0.6148  0.483
18 H -1.3708 -0.5837 -4.4992  0.053
19 C -3.3066 3.5785 -0.3943  -0.054
20 C -2.0995 -0.4649 -3.6998  -0.508
21 C -1.0981 4.4041 0.0934  -0.057
22 H 0.8422 -5.0337 -0.6026  0.042
23 C -1.2242 0.3026 1.8885  -0.190
24 H -1.2376 -1.1000 5.4303  0.109
25 H 3.1916 -3.7471 1.1467  0.041
26 C -1.8178 0.5441 4.1860  -0.083
27 C -2.4088 4.6344 -0.3074  -0.064
28 H -0.2186 -2.3772 3.6214  0.075
29 H 0.8453 -5.3275 2.0317  0.040
30 H 0.4449 0.7087 -4.7510  0.017
31 C 2.4833 0.8933 1.2360  -0.013
32 H -2.9268 -2.3139 -0.3814  0.034
33 H 1.9206 -0.4494 -3.0587  0.082
34 H -2.5916 1.5776 -4.1505  0.080
35 C 5.1157 1.1791 0.2323  -0.065
36 C -0.6782 3.1168 0.3962  -0.041
37 C 4.8098 1.4949 1.5385  -0.056
38 C 2.4529 -0.0951 -2.1859  -0.460
39 C -3.1495 -1.7935 -1.3102  -0.311
40 H 3.2969 1.6104 3.0680  0.116
41 H -4.3315 3.7587 -0.6913  0.115
42 H -3.0384 -0.8967 -4.0478  0.081
43 H -0.1275 2.3656 -5.0829  0.035
44 C -2.8967 2.2869 -0.0849  -0.038
45 H 0.3385 2.9085 0.7101  0.123
46 H -3.8446 -2.3699 -1.9127  0.039
47 C -0.6405 -0.9571 2.0757  -0.292
48 Se -1.4802 -1.6429 -2.2877  1.012
49 Se -0.5873 1.7865 -2.6684  1.014
50 C 2.6356 -2.8147 1.0011  -0.162
51 C 0.4174 -4.0259 -0.6303  -0.200
52 H -0.6596 -4.1302 -0.7896  0.015
53 H 0.8484 -3.5256 -1.5028  0.008
54 H -2.7326 5.6393 -0.5443  0.112
55 H 0.8549 -4.0982 3.2921  0.031
56 C 0.3707 1.7221 -4.3628  -0.367
57 H 1.4756 0.7596 1.6171  0.104
58 N 1.8764 0.1037 -1.0367  -0.055
59 H 5.5920 1.8576 2.1923  0.115
60 C -0.6651 -1.4217 3.3973  -0.023
61 H 6.1218 1.2906 -0.1492  0.118
62 H 2.9836 -2.3692 0.0622  0.018
63 C -2.2478 0.9904 -3.2991  -0.508
64 H 1.3704 2.1069 -4.1716  0.024
65 H -3.5856 1.4509 -0.1170  0.124
66 C -1.2435 -0.6925 4.4268  -0.079
67 H -3.5459 -0.8061 -1.0883  0.021

Output
2S+1 = 4
Total charge = +1
Expectation value of S² = 3.761
Highest occupied orbital energy (alpha / beta) = -9.9 / -10.0 eV
ΔE to the lowest compared entry with this formula, charge and spin = 0.0 kJ/mol



Record 6
DFT (ωB97M-V/def2-TZVPD) results for a 12-piece molecular cluster, H24O12 overall.

Each line ends with the Löwdin charge.
CARTESIAN COORDINATES (ANGSTROEM)
1 H 0.8289 2.3984 -0.8871  0.055
2 H 2.5709 -0.4986 -2.4791  0.074
3 H -2.2851 2.3384 -0.3551  0.097
4 H -1.1531 2.6854 1.4159  0.048
5 H -1.2541 1.7344 2.4539  0.072
6 O -0.6101 -1.5606 2.7319  -0.001
7 O 1.7709 0.0224 -2.2921  -0.061
8 H 3.1939 0.9484 -1.6481  -0.024
9 H 1.1669 -0.3666 -2.9281  0.062
10 O 2.1809 -1.9116 -0.1901  -0.013
11 O 1.2119 2.1844 -0.0471  -0.012
12 O -4.3791 0.5934 -0.7921  -0.045
13 H 0.5469 2.2674 0.6059  -0.028
14 O -0.2011 -0.2936 0.1449  -0.045
15 O 1.8159 0.2004 2.3629  -0.030
16 H 2.7599 1.3004 -0.3131  -0.041
17 H -3.4991 0.9174 -0.7051  -0.070
18 O 0.2079 -3.0026 -2.1931  -0.018
19 H -0.3111 -0.8076 2.2839  -0.055
20 H -4.6151 1.0264 -1.6111  0.029
21 H -1.6841 -1.7756 -0.0561  -0.028
22 H 1.1579 0.3234 1.6969  -0.045
23 H 0.4919 -3.8406 -1.9511  0.000
24 H 1.2339 -0.0456 3.1119  0.046
25 H 2.1459 -1.5096 0.6639  0.017
26 H 0.6719 -2.4156 -1.6161  -0.032
27 H -2.8181 -2.2506 0.6689  0.041
28 H -0.5741 -1.3136 3.6379  0.027
29 O -1.9571 1.4884 -0.6841  -0.003
30 O -2.5331 -2.1536 -0.2571  -0.056
31 H 3.0619 -2.2166 -0.1241  0.040
32 H -1.7791 1.7094 -1.5741  0.080
33 O 3.5549 1.1524 -0.7941  -0.052
34 O -0.5551 2.1934 1.9899  -0.018
35 H -0.8521 0.4034 0.1069  -0.006
36 H 0.4889 0.0734 -0.3761  -0.005

Output
2S+1 = 1
Total charge = 0
Highest occupied orbital energy = -10.3 eV
ΔE to the lowest compared entry with this formula, charge and spin = 307.3 kJ/mol